Here is a cluster of 2 separate species, C12H28N2O4 in total from the OMol25 dataset. Energies are from ωB97M-V/def2-TZVPD.

ORCA input file:
```
! wB97M-V def2-TZVPD RIJCOSX def2/J DEFGRID3
* xyz 0 1
C 1.60 -2.96 3.45
C 1.51 -2.05 2.22
C 0.23 -1.18 2.05
C -0.63 -0.93 3.30
C -1.58 -2.06 3.69
N -2.56 -2.31 2.61
C -3.67 -3.08 2.94
O -4.05 -4.03 2.31
O -4.32 -2.64 4.07
H 0.97 -3.85 3.35
H 1.34 -2.44 4.38
H 2.62 -3.31 3.57
H 2.38 -1.40 2.20
H 1.58 -2.70 1.35
H -0.40 -1.56 1.25
H 0.56 -0.19 1.71
H -1.25 -0.05 3.11
H 0.01 -0.67 4.15
H -2.14 -1.78 4.58
H -1.03 -2.99 3.89
H -2.12 -2.79 1.83
H -4.79 -1.83 3.85
C -0.93 -0.06 -1.42
O 0.16 0.69 -0.95
C 1.42 0.31 -1.48
C 1.96 1.33 -2.46
N 1.17 1.38 -3.68
C 1.48 2.48 -4.59
C 1.33 3.91 -4.08
O -0.01 4.32 -3.87
C -0.58 3.93 -2.64
H -1.78 0.14 -0.76
H -1.22 0.21 -2.44
H -0.72 -1.13 -1.40
H 1.36 -0.68 -1.95
H 2.12 0.24 -0.64
H 2.99 1.06 -2.72
H 2.00 2.30 -1.94
H 0.19 1.40 -3.45
H 0.84 2.37 -5.46
H 2.51 2.36 -4.93
H 1.71 4.57 -4.87
H 1.92 4.10 -3.18
H 0.16 3.95 -1.83
H -1.03 2.94 -2.69
H -1.36 4.65 -2.40
*
```

## Properties
- SMILES: CCCCCNC(=O)O.COCCNCCOC
- Energy relative to the best compared isomer or geometry (same formula, charge and spin): 0.0 kcal/mol
- HOMO-LUMO gap: 0.3423 Ha
- Total energy: -24067.109 eV
- LUMO: 0.56 eV

Results of the Löwdin charge analysis, in e, for atoms 1 through 8: atom 1 (C): -0.120, atom 2 (C): -0.239, atom 3 (C): -0.204, atom 4 (C): -0.197, atom 5 (C): -0.182, atom 6 (N): 0.069, atom 7 (C): -0.589, atom 8 (O): 0.113